(1)
2 unconnected molecules or ions with the total composition C15H10BClO4 at a distorted geometry. Source: OMol25; level of theory: wB97M-V/def2-TZVPD.

Results
frontier orbital gap	2.92	eV
2S+1	1
energy	-37094.124	eV
net charge	-2
F_max	9.684	eV/Å

Geometry as XYZ:
```
31
C15H10BClO4, DFT wB97M-V/def2-TZVPD
C 5.84 -1.22 -0.20
C 5.75 0.20 -0.06
B 5.15 1.74 -0.33
Cl 5.84 2.86 -1.66
C 3.87 2.21 0.65
C 2.59 1.27 0.14
C 2.19 1.48 -1.47
C 0.98 0.59 -2.13
C 0.21 -0.48 -1.15
C 0.59 -0.71 0.46
C 1.81 0.18 1.12
H 5.82 -2.41 -0.10
H 3.62 3.35 0.52
H 4.11 2.03 1.79
H 2.80 2.25 -2.14
H 0.74 0.76 -3.27
H -0.65 -1.13 -1.65
H 0.00 -1.53 1.07
H 2.13 0.04 2.25
C -4.54 -0.90 1.89
C -5.62 -0.36 1.29
C -5.57 -0.44 -0.23
O -6.48 -0.07 -0.98
C -4.35 -0.99 -0.87
C -3.26 -1.52 -0.27
C -3.36 -1.54 1.26
O -2.52 -2.04 2.00
O -2.22 -1.99 -0.81
O -6.63 0.18 1.84
H -4.49 -0.90 2.97
H -4.37 -0.94 -1.95
```

---

(2)
A molecular structure, BCsH4 at a distorted geometry. Source: OMol25; level of theory: wB97M-V/def2-TZVPD.

Results
frontier orbital gap	8.67	eV
2S+1	1
energy	-1284.572	eV
net charge	0
F_max	7.984	eV/Å

Geometry as XYZ:
```
6
BCsH4, DFT wB97M-V/def2-TZVPD
Cs 1.03 -1.37 -1.18
B -0.19 0.27 0.22
H -0.08 0.64 1.23
H 0.52 0.75 -0.43
H -0.07 -0.81 0.18
H -1.22 0.51 -0.02
```

---

(3)
2 unconnected molecules or ions with the total composition C4H15N2O at a distorted geometry. Source: OMol25; level of theory: wB97M-V/def2-TZVPD.

Results
frontier orbital gap	11.40	eV
2S+1	1
energy	-9411.827	eV
net charge	+1
F_max	3.856	eV/Å

Geometry as XYZ:
```
22
C4H15N2O, DFT wB97M-V/def2-TZVPD
N -1.11 -1.07 1.54
C 0.17 -1.22 0.79
C 0.57 0.02 -0.09
N -0.34 1.18 0.19
C -1.64 1.18 -0.54
C 0.22 2.54 0.30
H -0.88 -1.51 2.42
H -1.89 -1.57 1.12
H -0.68 0.97 1.16
H 0.20 -2.20 0.35
H 0.96 -1.26 1.55
H 0.28 -0.36 -1.11
H 1.61 0.13 0.12
H -2.24 2.11 -0.38
H -2.35 0.41 -0.08
H -1.48 1.01 -1.61
H 0.69 3.04 -0.57
H 0.94 2.58 1.15
H -0.57 3.24 0.65
H 1.92 -1.90 -2.79
H 2.11 -3.12 -1.89
O 1.92 -2.17 -1.87
```

---

(4)
A single C2H5NO molecule at a distorted geometry. Source: OMol25; level of theory: wB97M-V/def2-TZVPD.

Results
frontier orbital gap	10.97	eV
2S+1	1
SMILES string	C=NOC
energy	-5690.139	eV
net charge	0
F_max	1.849	eV/Å

Geometry as XYZ:
```
9
C2H5NO, DFT wB97M-V/def2-TZVPD
C -1.90 -0.10 -0.03
N -0.74 0.38 -0.03
O 0.28 -0.56 -0.09
C 1.56 0.08 -0.01
H -2.08 -1.17 0.14
H -2.67 0.60 -0.04
H 2.04 -0.18 0.94
H 1.31 1.17 -0.06
H 2.21 -0.20 -0.82
```

---

(5)
3 unconnected molecules or ions with the total composition C4H11BrN2 at a distorted geometry. Source: OMol25; level of theory: wB97M-V/def2-TZVPD.

Results
frontier orbital gap	8.58	eV
2S+1	1
energy	-77327.214	eV
net charge	+2
F_max	11.858	eV/Å

Geometry as XYZ:
```
18
C4H11BrN2, DFT wB97M-V/def2-TZVPD
C 0.73 -0.13 -0.30
C -2.29 -1.80 0.52
C -2.55 -1.86 1.81
C 1.91 0.35 0.20
N -1.90 -1.64 -0.72
N 3.11 0.84 -0.60
Br 2.09 4.46 -0.84
H 0.48 -0.58 -1.28
H -3.53 -1.41 2.15
H -2.14 -2.81 2.30
H 0.10 -0.51 0.23
H 2.29 0.77 1.16
H -1.39 -0.84 -0.87
H -2.30 -1.98 -1.57
H 3.01 5.42 -1.13
H 3.04 1.78 -0.79
H 4.02 0.45 -0.38
H 2.90 0.54 -1.53
```

---

(6)
2 unconnected molecules or ions with the total composition C9H17O3P at a distorted geometry. Source: OMol25; level of theory: wB97M-V/def2-TZVPD.

Results
frontier orbital gap	5.33	eV
2S+1	1
energy	-25037.513	eV
net charge	-2
F_max	4.669	eV/Å

Geometry as XYZ:
```
30
C9H17O3P, DFT wB97M-V/def2-TZVPD
C -0.34 -0.05 -2.87
C 0.12 -0.95 -1.80
C 0.69 0.21 -1.73
C -1.80 0.57 -2.77
C -0.10 -2.35 -1.16
C 1.43 -0.84 2.63
C -1.72 1.27 1.76
C 0.05 -0.57 2.27
C -0.25 0.89 2.07
O 2.57 1.97 -2.52
O 1.70 1.89 -0.08
O 3.22 0.11 -0.92
P 2.17 1.14 -1.30
H 0.03 -0.15 -3.92
H 0.26 1.26 1.15
H -2.06 0.55 -1.73
H -2.44 0.24 -3.51
H -1.67 1.64 -2.99
H 0.83 -2.93 -1.03
H -0.84 -2.99 -1.74
H -0.40 -2.11 0.01
H 1.64 -1.80 3.10
H 1.76 -0.08 3.29
H 2.01 -0.55 1.82
H -2.46 0.87 2.46
H -1.63 0.91 0.67
H -1.99 2.34 1.70
H -0.31 -1.05 1.23
H -0.66 -1.04 3.07
H 0.17 1.58 2.84
```

---

(7)
A gas-phase ion, C7H16N3O (charge +1) at a distorted geometry. Source: OMol25; level of theory: wB97M-V/def2-TZVPD.

Results
frontier orbital gap	10.65	eV
2S+1	1
SMILES string	C[N@@H+]1CCCN[C@H]1[C@@H](N)C=O
energy	-14028.152	eV
net charge	+1
F_max	4.366	eV/Å

Geometry as XYZ:
```
27
C7H16N3O, DFT wB97M-V/def2-TZVPD
C 1.52 -0.60 -1.12
N 0.23 -0.02 -0.72
C -0.07 1.12 -1.64
C -1.39 1.85 -1.23
C -1.22 2.11 0.26
N -1.11 0.88 0.97
C 0.17 0.24 0.78
C 0.04 -1.27 1.43
N -0.74 -2.06 0.49
C 1.41 -1.87 1.63
O 2.39 -1.30 2.05
H 1.81 -1.60 -0.62
H 1.62 -0.89 -2.14
H 2.40 -0.05 -0.82
H -0.46 -0.96 -0.77
H -0.01 0.76 -2.69
H 0.71 1.80 -1.62
H -2.28 1.08 -1.11
H -1.42 2.69 -1.92
H -0.21 2.69 0.40
H -2.01 2.84 0.48
H -1.21 1.09 1.94
H 1.01 0.70 1.19
H -0.38 -1.18 2.39
H -0.46 -3.03 0.52
H -1.76 -2.07 0.62
H 1.41 -2.93 1.24
```

---

(8)
A single C6H8F2IN molecule at a distorted geometry. Source: OMol25; level of theory: wB97M-V/def2-TZVPD.

Results
frontier orbital gap	8.40	eV
2S+1	1
energy	-21372.613	eV
net charge	0
F_max	4.479	eV/Å

Geometry as XYZ:
```
18
C6H8F2IN, DFT wB97M-V/def2-TZVPD
C -0.07 1.17 1.23
C -0.51 0.95 0.02
C -1.11 -1.15 -0.78
C 0.72 2.32 1.74
C -2.10 -2.15 -1.40
C 2.43 -0.51 -1.10
N -1.39 -0.03 -0.45
F 3.20 -0.10 -0.08
F 3.20 -1.45 -1.69
I 0.82 -2.06 -0.14
H -0.33 0.53 2.03
H -0.40 1.82 -0.80
H 0.30 3.21 1.34
H 0.42 2.49 2.87
H 1.81 2.25 1.81
H -2.47 -1.90 -2.39
H -2.90 -2.22 -0.73
H -1.62 -3.16 -1.50
```

---

(9)
3 unconnected molecules or ions with the total composition C3H4O3 at a distorted geometry. Source: OMol25; level of theory: wB97M-V/def2-TZVPD.

Results
frontier orbital gap	10.93	eV
2S+1	1
energy	-9316.030	eV
net charge	0
F_max	1.552	eV/Å

Geometry as XYZ:
```
10
C3H4O3, DFT wB97M-V/def2-TZVPD
O 2.73 -0.06 -0.35
C 1.59 -0.03 -0.34
O 0.65 2.54 0.00
C -0.51 2.22 -0.04
C -0.59 -2.20 0.22
O 0.55 -2.57 0.07
H -1.32 2.92 0.23
H -0.82 1.21 -0.36
H -0.84 -1.14 0.41
H -1.44 -2.90 0.16
```

---

(10)
A molecular structure, C32H22BrCdI2N4O6PS2. Source: OMol25; level of theory: wB97M-V/def2-TZVPD.

Results
frontier orbital gap	5.22	eV
2S+1	1
energy	-173559.757	eV
net charge	-2
F_max	0.505	eV/Å

Geometry as XYZ:
```
71
C32H22BrCdI2N4O6PS2, DFT wB97M-V/def2-TZVPD
Cd 0.37 0.24 0.87
N -2.41 -1.50 -0.72
P -2.56 0.16 -0.29
C -4.21 0.07 0.53
C -4.56 -1.02 1.32
C -5.77 -1.05 2.00
C -6.65 0.02 1.90
C -6.30 1.13 1.15
C -5.08 1.16 0.47
C -3.07 0.90 -1.89
C -3.42 0.18 -3.03
C -3.74 0.82 -4.21
C -3.71 2.21 -4.28
C -3.35 2.94 -3.16
C -3.03 2.29 -1.98
C -1.39 -2.38 -0.42
C -1.61 -3.74 -0.71
C -0.65 -4.66 -0.35
C 0.51 -4.23 0.29
C 0.64 -2.88 0.52
N -0.26 -1.96 0.15
H -3.26 -1.97 -0.99
H -3.84 -1.82 1.47
H -6.01 -1.90 2.62
H -7.59 0.00 2.43
H -6.96 1.98 1.08
H -4.83 2.04 -0.11
H -3.40 -0.91 -3.01
H -3.98 0.24 -5.09
H -3.94 2.71 -5.21
H -3.29 4.02 -3.21
H -2.71 2.87 -1.12
H -2.53 -4.04 -1.18
H -0.81 -5.71 -0.55
H 1.27 -4.91 0.62
H 1.50 -2.48 1.05
I 0.15 0.31 -4.83
C 0.27 1.87 -3.45
C 0.44 3.18 -3.93
C 0.47 4.25 -3.09
I 0.73 6.16 -3.91
C 0.29 4.07 -1.69
C 0.25 5.10 -0.72
C 0.01 4.81 0.59
C -0.19 3.47 0.96
N -0.15 2.50 0.09
C 0.11 2.75 -1.21
C 0.13 1.57 -2.09
O -0.02 0.41 -1.61
H 0.55 3.33 -5.00
H 0.42 6.12 -1.04
H -0.01 5.59 1.34
H -0.39 3.18 1.99
Br 2.22 -2.02 -2.31
C 3.44 -1.20 -1.10
C 4.77 -1.60 -1.16
C 5.66 -0.94 -0.33
C 5.20 0.09 0.47
C 3.84 0.39 0.47
N 2.97 -0.28 -0.29
C 3.34 1.57 1.33
O 4.22 2.34 1.72
O 2.10 1.61 1.53
H 5.07 -2.38 -1.84
H 6.71 -1.21 -0.34
H 5.84 0.68 1.11
O -0.51 -0.30 4.81
S -0.63 -0.69 3.42
O -1.21 0.41 2.56
O 0.72 -0.97 2.80
S -1.79 -2.33 3.23
```

---

(11)
A single C2H5NO molecule at a distorted geometry. Source: OMol25; level of theory: wB97M-V/def2-TZVPD.

Results
frontier orbital gap (alpha / beta)	9.41 / 7.79	eV
2S+1	1
energy	-5687.345	eV
net charge	0
F_max	3.413	eV/Å

Geometry as XYZ:
```
9
C2H5NO, DFT wB97M-V/def2-TZVPD
C 0.12 -0.45 0.21
C 1.24 0.50 0.42
N -1.14 -0.08 -0.80
O -2.22 -0.73 -0.75
H 0.39 -1.49 0.11
H -0.40 -0.42 1.13
H 2.14 0.31 -0.10
H 0.85 1.41 0.69
H -0.98 0.96 -0.91
```

---

(12)
10 unconnected molecules or ions with the total composition C5H26NO11 at a distorted geometry. Source: OMol25; level of theory: wB97M-V/def2-TZVPD.

Results
frontier orbital gap	8.86	eV
2S+1	1
energy	-29622.833	eV
net charge	-1
F_max	2.146	eV/Å

Geometry as XYZ:
```
43
C5H26NO11, DFT wB97M-V/def2-TZVPD
O -1.45 0.10 1.83
C -1.05 -0.60 0.85
O -1.28 -1.81 0.67
C -0.04 0.15 0.03
C 0.43 -0.46 -1.34
C 0.71 0.60 -2.37
C -0.02 0.77 -3.46
N 1.77 1.42 -1.97
H -0.38 1.16 -0.22
H 0.85 0.27 0.64
H -0.24 -1.25 -1.76
H 1.38 -1.08 -1.24
H -0.91 0.22 -3.64
H 0.25 1.55 -4.16
H 2.28 1.93 -2.68
H 2.51 0.97 -1.42
H 0.83 2.74 0.61
H 0.65 4.19 0.21
O 0.65 3.61 0.98
H -2.90 -3.44 -1.13
H -1.69 -2.61 -0.72
O -2.15 -2.99 -1.52
H -0.17 2.29 3.11
H -0.07 0.82 2.66
O 0.40 1.52 3.17
H 2.77 -2.81 2.21
H 1.78 -2.34 1.17
O 2.73 -2.49 1.30
H 3.41 -0.83 0.14
H 3.84 -1.16 -1.29
O 3.82 -0.44 -0.65
H -0.89 -3.75 1.25
H 0.32 -3.93 0.52
O 0.04 -3.93 1.45
H -1.84 2.75 1.49
H -2.95 1.85 1.94
O -2.81 2.70 1.51
H -2.43 -0.91 2.90
H -2.62 -2.28 2.57
O -2.92 -1.68 3.28
H -1.58 2.84 -2.18
H -0.13 2.90 -2.26
O -0.89 3.45 -2.50
```